*w*
{
  "formula": "C26H29N5O3",
  "method": "ωB97M-V/def2-TZVPD",
  "elements": ["O", "O", "O", "N", "N", "N", "N", "N", "C", "C", "C", "C", "C", "C", "C", "C", "C", "C", "C", "C", "C", "C", "C", "C", "C", "C", "C", "C", "C", "C", "C", "C", "C", "C", "H", "H", "H", "H", "H", "H", "H", "H", "H", "H", "H", "H", "H", "H", "H", "H", "H", "H", "H", "H", "H", "H", "H", "H", "H", "H", "H", "H", "H"],
  "coordinates": [[-2.404, -2.890, -2.530], [0.071, -2.353, 1.097], [0.507, 0.844, -2.326], [1.412, -2.116, -2.154], [0.657, -2.432, -1.102], [-2.297, -2.535, -0.294], [-2.077, 0.224, -1.467], [2.248, -0.289, 1.402], [-1.959, 0.772, 3.232], [1.848, -0.979, 0.294], [-0.833, -0.029, 3.151], [1.617, -0.364, 2.697], [0.388, 0.513, 2.777], [-0.662, 2.665, 2.544], [-1.875, 2.121, 2.930], [-1.185, 0.959, -0.579], [0.465, 1.866, 2.469], [-0.351, -3.436, -1.383], [4.025, 1.429, 1.805], [2.365, -1.251, -2.038], [-1.884, 0.558, -2.863], [0.795, -1.948, 0.181], [-3.462, 0.284, -1.057], [5.309, 1.962, -0.180], [-0.430, 0.318, -3.258], [-3.736, -0.568, 0.181], [4.587, 1.075, -0.947], [-0.076, 1.673, -1.357], [-3.647, -2.068, -0.111], [5.031, 2.133, 1.178], [-1.794, -2.891, -1.482], [3.284, 0.534, 1.039], [2.637, -0.626, -0.805], [3.566, 0.350, -0.339], [-1.732, 1.711, 0.010], [-0.093, -3.882, -2.344], [-4.195, -2.303, -1.027], [-2.179, 1.599, -3.091], [5.619, 2.836, 1.750], [-2.754, 2.746, 2.992], [1.330, -1.402, 2.878], [-3.777, 1.327, -0.855], [-0.238, 0.770, -4.241], [-0.239, -0.757, -3.323], [-1.658, -2.490, 0.498], [1.409, 2.297, 2.167], [-4.744, -0.345, 0.535], [-2.904, 0.344, 3.533], [-4.090, -2.625, 0.723], [-0.324, -4.190, -0.589], [-4.071, -0.096, -1.881], [4.799, 0.939, -1.996], [-0.471, 2.590, -1.821], [-0.734, 0.249, 0.124], [2.927, -1.044, -2.933], [3.824, 1.576, 2.856], [-0.902, -1.084, 3.370], [2.347, -0.060, 3.453], [-3.031, -0.309, 0.973], [6.105, 2.537, -0.628], [0.733, 1.957, -0.679], [-0.590, 3.715, 2.303], [-2.508, -0.111, -3.459]],
  "gap_ev": 8.286,
  "e_lumo_ha": 0.010,
  "smiles": "O=C(Cn1ncc2c3ccccc3n(Cc3ccccc3)c2c1=O)NCCCN1CCOCC1"
}

=====

*x*
{
  "formula": "C26H29N5O3",
  "method": "ωB97M-V/def2-TZVPD",
  "elements": ["O", "O", "O", "N", "N", "N", "N", "N", "C", "C", "C", "C", "C", "C", "C", "C", "C", "C", "C", "C", "C", "C", "C", "C", "C", "C", "C", "C", "C", "C", "C", "C", "C", "C", "H", "H", "H", "H", "H", "H", "H", "H", "H", "H", "H", "H", "H", "H", "H", "H", "H", "H", "H", "H", "H", "H", "H", "H", "H", "H", "H", "H", "H"],
  "coordinates": [[7.305, 1.883, -0.188], [-3.943, 2.725, 0.666], [5.241, 2.650, -0.204], [-1.684, 3.096, 0.354], [-0.900, 0.974, 0.368], [1.535, -5.226, -0.657], [6.067, 1.705, -0.209], [1.580, -2.989, -0.248], [4.457, -2.169, 0.109], [-6.394, -0.623, 0.865], [-6.702, 0.378, -1.324], [1.100, -4.369, 1.716], [6.424, -0.733, -0.139], [1.847, -3.167, -1.564], [-0.418, 2.382, 0.243], [1.399, -4.261, 0.283], [-2.791, 2.330, 0.516], [-0.096, -0.103, 0.312], [-1.800, 4.537, 0.304], [3.563, -1.065, 0.094], [5.841, -1.992, -0.028], [4.169, 0.204, -0.192], [2.127, -1.143, 0.352], [5.561, 0.363, -0.226], [-4.472, -0.051, -0.489], [-5.009, -0.574, 0.682], [0.235, 2.703, -1.113], [1.290, -0.033, 0.172], [-2.979, 0.061, -0.650], [1.840, -4.554, -1.828], [0.525, 2.781, 1.390], [-7.252, -0.127, -0.142], [-2.351, 0.864, 0.483], [-5.320, 0.413, -1.506], [-7.357, 0.777, -2.111], [7.496, -0.557, -0.165], [0.504, 3.772, -1.149], [-4.337, -0.936, 1.471], [1.573, -3.495, 2.183], [-2.862, 4.803, 0.363], [0.872, 3.818, 1.245], [-2.520, -0.938, -0.663], [-4.873, 0.820, -2.411], [1.478, -5.279, 2.196], [-0.005, 2.694, 2.345], [-1.260, 4.991, 1.138], [0.020, -4.323, 1.918], [2.008, -2.342, -2.247], [-2.576, 0.395, 1.449], [1.397, 2.125, 1.435], [3.562, 1.098, -0.302], [1.149, 2.136, -1.290], [4.056, -3.175, 0.202], [-0.452, 2.467, -1.931], [1.681, -1.944, 1.048], [1.754, 0.929, -0.073], [-1.375, 4.911, -0.630], [-6.813, -1.017, 1.792], [-2.738, 0.557, -1.599], [-0.583, -1.089, 0.398], [6.494, -2.861, -0.036], [-8.336, -0.150, 0.001], [2.049, -5.055, -2.780]],
  "gap_ev": 6.365,
  "e_lumo_ha": -0.045
}

=====

The most stable of them is *w*.

=====

*w*
{
  "formula": "C3H7O2S",
  "method": "ωB97M-V/def2-TZVPD",
  "elements": ["S", "O", "O", "C", "C", "C", "H", "H", "H", "H", "H", "H", "H"],
  "coordinates": [[1.431, -0.817, -0.762], [-1.859, 1.947, 1.168], [-0.768, 0.016, 1.106], [2.622, -2.016, -0.149], [-1.643, 0.892, -0.980], [-1.430, 1.029, 0.529], [-2.423, 1.579, -1.298], [-0.715, 1.079, -1.518], [3.536, -1.461, 0.099], [2.804, -2.807, -0.868], [-2.032, -0.113, -1.171], [0.002, -0.330, 0.548], [2.294, -2.444, 0.803]],
  "gap_ev": [10.436, 6.901],
  "spin_multiplicity": 2,
  "e_lumo_ha": [0.020, -0.107]
}

=====

*x*
{
  "formula": "C3H7O2S",
  "method": "ωB97M-V/def2-TZVPD",
  "elements": ["S", "O", "O", "C", "C", "C", "H", "H", "H", "H", "H", "H", "H"],
  "coordinates": [[0.784, 0.595, -1.464], [-0.415, -0.918, 0.642], [-1.295, -0.367, 2.670], [-1.444, 1.237, 0.923], [-1.102, -0.137, 1.481], [1.803, -0.955, -1.601], [-0.600, 1.849, 1.291], [2.637, -0.805, -2.299], [0.029, -0.294, -0.291], [2.218, -1.207, -0.651], [-2.338, 1.551, 1.407], [1.163, -1.785, -1.907], [-1.441, 1.237, -0.199]],
  "gap_ev": [9.840, 5.894],
  "spin_multiplicity": 2,
  "e_lumo_ha": [0.013, -0.131]
}

=====

The most stable of them is *w*.